Record 1
C33H64ClN9 as an isolated structure at a distorted geometry. Source: OMol25; level of theory: ωB97M-V/def2-TZVPD.

The geometry in XYZ format:
```
107
C33H64ClN9 (ωB97M-V/def2-TZVPD)
H -10.138 -1.412 7.641
H -7.850 -4.923 11.686
C -15.479 -0.529 9.531
H -10.334 -6.941 11.335
H -10.554 1.023 16.294
N -11.486 0.074 12.318
H -13.731 -3.006 12.052
C -12.496 -5.401 11.995
H -9.751 -2.524 13.643
H -12.925 1.627 10.152
H -17.699 1.698 10.697
C -14.863 -4.909 6.635
C -8.960 -1.645 9.424
H -9.434 -0.266 16.255
C -9.031 -4.036 15.027
H -9.675 -4.342 12.920
C -13.590 -4.414 8.391
H -9.350 -7.173 13.497
H -8.231 -2.124 8.771
C -12.319 -2.435 7.350
H -7.103 -5.292 13.293
H -13.674 -0.818 8.270
C -10.970 -7.494 12.026
N -15.316 -1.342 11.656
H -8.478 0.069 13.588
H -13.110 0.106 9.269
C -11.695 -0.119 13.637
H -7.478 -1.623 14.280
N -13.317 -3.505 7.399
C -7.221 -4.556 12.497
N -10.531 0.096 14.336
C -12.984 -1.020 7.451
H -15.686 -2.674 13.165
C -12.609 -0.070 11.380
H -10.796 -7.777 14.200
N -7.957 -3.295 12.979
N -13.788 -5.095 12.278
C -9.005 -2.438 10.795
H -6.874 -4.274 15.464
H -11.783 -4.673 11.637
H -14.042 -3.220 5.408
H -14.777 -1.221 13.566
H -10.985 -0.826 9.027
H -12.657 -1.122 11.102
H -16.119 -6.524 8.351
H -15.159 2.827 10.937
H -15.523 -5.486 6.004
H -14.174 -2.285 10.035
C -14.349 -6.151 12.951
C -14.877 -2.023 12.835
H -16.551 0.303 12.506
H -14.439 -7.037 8.937
H -11.519 0.651 9.572
C -10.146 0.379 12.150
C -10.327 -1.628 8.692
H -12.666 -0.286 14.080
N -14.580 -5.238 7.983
H -13.530 -0.904 6.515
H -17.290 1.515 9.040
C -16.843 1.603 10.031
H -15.499 -5.842 9.823
H -15.292 -6.144 13.477
H -13.647 -8.253 12.953
C -13.447 -7.203 12.798
H -9.949 -2.271 11.313
H -7.922 -1.214 12.152
C -7.149 -2.653 14.141
C -16.137 -0.222 11.657
H -15.275 -0.166 8.534
H -8.720 -0.600 9.622
Cl -12.501 -2.827 10.449
H -9.080 -5.105 15.231
H -7.506 -2.757 16.170
H -6.954 -2.433 11.399
C -10.163 -7.877 13.318
H -10.991 -2.490 8.750
H -9.698 -3.522 15.719
C -9.383 -3.549 13.609
H -11.755 -2.692 6.453
H -9.215 -3.473 10.524
H -13.946 -2.533 12.588
H -11.649 -2.504 8.207
H -13.152 -4.398 9.378
C -12.513 0.627 10.017
H -9.760 0.453 11.144
H -11.158 -8.436 11.510
N -16.190 0.342 10.418
H -15.055 -3.598 13.114
H -6.262 -4.175 12.147
C -14.058 -3.779 6.332
C -10.363 0.072 15.796
H -12.155 -0.318 7.359
H -14.725 2.266 9.322
C -7.946 -2.250 11.814
C -15.194 -6.255 8.861
C -15.556 2.584 9.952
H -15.956 3.517 9.556
H -9.769 -8.892 13.357
C -9.527 0.231 13.387
H -6.079 -2.720 13.949
H -11.140 -0.606 16.148
H -15.330 -3.745 11.490
C -14.498 -3.768 12.193
H -13.543 0.233 11.854
C -7.586 -3.458 15.339
C -14.872 -1.506 10.306
N -12.232 -6.719 12.297
```

## Properties
- LUMO: -0.3484 Eh
- Net charge: +4
- E: -2246.87455 hartree
- ΔE to the lowest compared entry with this formula, charge and spin: 443.55 kcal per mole

Results of the Löwdin charge analysis, in e, for atoms 1 through 2: atom 1 (H): 0.1171, atom 2 (H): 0.0999

=====

Record 2
A 8-piece molecular cluster, C33H65BN8OP overall at a distorted geometry. Source: OMol25; level of theory: ωB97M-V/def2-TZVPD.

The geometry in XYZ format:
```
109
C33H65BN8OP (ωB97M-V/def2-TZVPD)
H 6.879 6.940 3.809
H 1.826 -1.403 1.879
C -8.827 -3.107 -6.127
H -5.494 -6.094 -9.249
C 5.430 0.120 3.222
H 0.405 -0.457 2.379
C -3.662 2.275 3.036
C -8.847 -5.590 -9.010
H -2.534 1.191 -1.417
C 6.887 -0.303 2.937
H 2.200 -2.175 5.029
C -6.383 -5.473 -9.126
C -1.291 -0.083 -0.214
C -6.372 -4.363 -10.171
H -3.377 3.318 2.893
H -3.160 -2.715 -3.594
N -9.787 -4.964 -8.849
H -2.472 -0.472 -1.978
N 6.114 5.019 6.155
H 5.679 7.788 4.785
C -8.280 -3.870 -3.291
H -7.582 -7.156 -8.465
H 7.597 -1.502 4.572
H -0.806 1.086 4.648
C 10.512 4.711 5.950
H 7.764 2.980 4.684
N 4.051 1.209 5.110
H 4.824 -0.773 3.065
N 0.245 -2.174 -0.490
H 10.752 5.771 6.022
O 1.989 -1.238 5.143
C -2.442 1.389 3.258
H 10.501 4.298 6.960
C 9.699 2.254 4.398
H 0.629 -2.041 3.018
H -7.773 -3.238 -5.867
B 1.906 -0.603 3.957
H 4.734 7.249 2.565
H 5.146 4.301 3.301
H -5.838 -1.634 -4.628
C 1.167 -1.159 2.701
C -4.072 -0.612 -5.080
H -9.451 -5.047 -5.448
H 1.803 2.029 4.504
H -4.346 2.220 3.884
C -1.659 1.757 4.524
N -0.765 4.205 4.349
H -9.946 -2.650 -3.600
H -4.952 -1.020 -3.232
H -5.462 -3.770 -10.087
H -1.783 1.459 2.389
C -0.423 -1.259 -0.358
H 6.061 5.171 2.059
H -0.706 0.731 0.220
H 3.115 1.628 2.745
H -2.761 0.347 3.336
H -6.416 -4.774 -11.181
C -1.163 3.139 4.433
H 11.319 4.232 5.394
H 5.658 -0.151 5.297
C 7.241 -1.656 3.567
H 4.325 4.916 1.866
H 8.054 -2.085 3.007
H -6.329 -5.031 -8.129
H -4.952 -3.762 -5.847
H -3.351 -3.040 -6.067
C 9.164 4.516 5.264
N 10.427 1.624 3.786
P 2.787 1.148 4.013
H -2.292 1.661 5.406
H -8.937 -3.350 -7.180
H -4.204 1.960 2.145
H -0.139 -0.123 -2.808
C 5.363 0.654 4.643
C 6.039 5.814 5.352
H 6.388 -2.318 3.586
C -9.725 -4.003 -5.284
C 4.823 6.452 3.304
H -9.084 -2.054 -5.993
H -7.679 -6.847 -10.198
C 8.738 3.052 5.170
C -7.622 -6.371 -9.219
C 5.915 6.836 4.309
H -7.217 -3.685 -10.042
H 7.116 -0.257 1.885
H 3.778 0.656 5.915
H 8.650 2.618 6.167
H -4.730 -3.471 -3.365
H 8.391 5.058 5.799
H -2.093 -0.332 0.482
C -3.982 -3.596 -5.372
H 9.216 4.950 4.261
N -7.205 -4.017 -2.939
C -0.792 0.721 -2.580
C -4.144 -2.857 -4.049
H -0.174 1.541 -2.206
H -3.515 -4.567 -5.211
N -3.460 0.079 -5.752
H 6.130 1.404 4.741
C 5.109 5.134 2.593
H -10.312 -4.333 -3.219
H -1.248 1.041 -3.515
H 3.863 6.385 3.818
H 5.211 0.887 2.493
C -4.842 -1.503 -4.204
C -1.867 0.340 -1.569
H 7.509 0.433 3.431
C -9.647 -3.682 -3.787
H -10.758 -3.890 -5.614
```

## Properties
- LUMO: -0.1384 Eh
- Net charge: +1
- E: -2175.63538 hartree

Results of the Löwdin charge analysis, in e, for atoms 1 through 2: atom 1 (H): 0.1220, atom 2 (H): 0.0730